Record 1
Below is an isolated molecule of C5H15N2O at a distorted geometry, with properties calculated with the ωB97M-V functional and the def2-TZVPD basis.

Results
Gap between HOMO and LUMO (alpha / beta) in eV: 3.73 / 10.23
HOMO energy (alpha / beta) in eV: -2.929 / -9.679
Multiplicity: 2
Electronic energy in a.u.: -384.02262
Lowest unoccupied orbital energy (alpha / beta) in eV: 0.80 / 0.55

```
23
Properties=species:S:1:pos:R:3:forces:R:3:mulliken_spin:R:1
N -1.528234 -1.329717 0.478897 4.8 3.0 1.3 2.174
C -0.796987 -0.681400 -0.750647 -1.0 1.8 -0.3 0.489
C -1.143699 0.892614 -0.873580 -0.9 -1.1 0.2 0.104
O -2.591186 0.978618 -0.686897 -0.3 3.0 -1.0 -0.356
C 0.741629 -0.802198 -0.660585 0.4 -1.6 -1.1 -0.093
N 1.241467 -0.937901 0.742939 -1.0 1.5 -0.3 -0.109
C 1.498475 0.506452 1.275921 1.6 -1.3 -1.3 0.261
C 2.658597 1.131926 0.436470 0.7 1.6 -0.4 -0.002
H -2.162604 -2.049679 0.252347 -1.8 -1.6 -0.4 -0.821
H -0.716586 -1.636606 1.171053 -1.3 -0.1 -1.4 -0.313
H -1.877646 -0.520029 1.026636 -1.1 -0.3 0.0 -0.364
H -1.322252 -1.162240 -1.603946 0.9 0.1 0.3 -0.110
H -0.489967 1.444630 -0.118360 -1.3 -0.4 -1.1 0.093
H -1.027243 1.297799 -1.911940 0.8 -0.6 0.7 0.003
H -2.957624 1.862065 -1.169946 1.4 -3.0 1.7 0.022
H 1.032357 -1.584312 -1.468606 0.0 0.7 2.0 0.001
H 1.206307 0.101727 -1.067535 -0.7 -0.1 -0.2 0.054
H 2.018170 -1.611746 0.916503 -0.7 1.2 -0.4 -0.002
H 1.737296 0.429543 2.313200 0.8 -0.4 0.7 -0.023
H 0.714536 1.270663 1.371910 -0.7 -1.2 -0.8 0.012
H 2.703737 0.717546 -0.683098 -0.1 1.3 2.6 -0.007
H 2.461189 2.367820 0.430844 1.1 -3.3 -0.2 -0.008
H 3.669102 0.832843 0.917793 -1.6 0.9 -0.8 -0.006
```
Forces are in eV/Å.

---

Record 2
Below is a 2-piece molecular cluster, C5H15N2O overall at a distorted geometry, with properties calculated with the ωB97M-V functional and the def2-TZVPD basis.

Results
Gap between HOMO and LUMO (alpha / beta) in eV: 2.08 / 9.88
HOMO energy (alpha / beta) in eV: -1.709 / -9.292
Multiplicity: 2
Electronic energy in a.u.: -384.10868
Lowest unoccupied orbital energy (alpha / beta) in eV: 0.37 / 0.59

```
23
Properties=species:S:1:pos:R:3:forces:R:3:mulliken_spin:R:1
C -2.699136 0.423848 0.830112 0.4 0.5 1.2 -0.050
C -1.614176 -0.595106 1.150118 0.1 0.3 0.6 0.370
N -0.348450 0.121293 1.480529 0.2 -0.1 -0.2 0.974
C 0.732451 -0.761718 1.991424 0.0 -0.3 -0.1 0.202
H -2.406806 1.047552 -0.009544 0.1 0.1 -0.1 0.027
H -3.605584 -0.084653 0.577595 -0.6 -0.3 -0.2 -0.014
H -2.910064 1.074496 1.734058 0.3 -0.7 -1.0 -0.093
H -1.849537 -1.208305 2.036289 -0.1 0.2 -0.4 0.063
H -1.374170 -1.243712 0.322385 -0.1 -0.3 -0.4 -0.191
H -0.561160 0.815142 2.201088 -0.1 0.6 0.5 -0.515
H -0.030794 0.644744 0.619418 0.1 -0.1 -0.1 -0.187
H 0.397509 -1.229166 2.940303 0.2 0.3 -0.6 -0.092
H 1.636658 -0.159590 2.161030 -0.4 -0.2 -0.1 -0.098
H 0.921480 -1.538094 1.234105 0.0 0.3 0.3 -0.069
C 0.585529 1.285351 -2.096427 -1.2 -0.1 -0.9 1.049
N 1.470852 0.434165 -2.656880 0.7 0.2 -0.4 -0.520
C 2.283266 -0.513450 -1.919617 -0.1 0.1 -0.3 0.523
O 0.347846 1.362482 -0.873145 0.3 0.1 0.7 -0.154
H 0.044018 1.926862 -2.852279 0.5 -0.5 0.7 0.047
H 1.492697 0.444867 -3.671197 0.1 -0.1 0.5 -0.097
H 1.647108 -1.345830 -1.526978 0.3 0.2 -0.1 -0.100
H 2.764982 0.008760 -1.084012 -0.1 -0.3 -0.1 0.036
H 3.075481 -0.909940 -2.588376 -0.6 0.2 0.4 -0.112
```
Forces are in eV/Å.

---

Record 3
Below is a 2-piece molecular cluster, C5H15N2O overall at a distorted geometry, with properties calculated with the ωB97M-V functional and the def2-TZVPD basis.

Results
Charge: +1
Gap between HOMO and LUMO in eV: 8.24
HOMO energy in eV: -11.738
Multiplicity: 1
Electronic energy in a.u.: -383.87026
Lowest unoccupied orbital energy in eV: -3.50

```
23
Properties=species:S:1:pos:R:3:forces:R:3:mulliken_charge:R:1
C 0.649787 1.643281 0.668853 1.6 2.8 2.2 -1.226
C 1.240727 0.810282 1.892505 -5.6 -1.9 -3.0 -0.426
C 0.634647 -0.689346 1.766017 0.1 -3.2 1.5 -1.104
C -0.165118 -0.840426 0.434383 0.3 -1.7 1.2 0.644
C -1.516025 -0.684908 0.378966 -2.5 1.7 0.2 -0.810
N -2.210498 0.274316 -0.577152 -5.6 -2.7 2.6 -0.278
N 0.573418 -1.300232 -0.578721 0.6 0.8 1.7 -0.197
H 1.027505 1.580384 -0.321896 1.2 -0.7 -0.6 0.399
H 0.749334 2.743262 0.940871 0.3 -1.1 -0.3 0.397
H -0.364499 1.614793 0.514200 -2.6 -0.6 0.3 0.290
H 2.209682 0.779101 1.668292 4.1 0.0 0.3 0.357
H 0.859136 1.264997 2.768816 0.4 0.3 1.0 0.361
H 0.141820 -1.170470 2.697264 -0.8 2.1 -1.3 0.375
H 1.292150 -1.638500 1.905510 0.6 2.0 -1.3 0.372
H -2.299346 -0.979502 1.067109 1.0 0.4 0.9 0.389
H -2.711945 1.135035 -0.099526 1.6 -2.0 -1.0 0.391
H -1.580218 0.533536 -1.209559 3.2 2.0 -3.7 0.252
H -3.012493 -0.262999 -1.094712 1.7 1.4 0.9 0.391
H 0.416255 -1.371936 -1.531321 -1.3 0.1 -1.7 0.203
H 1.495014 -1.533558 -0.351694 1.6 0.1 0.4 0.226
H 0.746038 1.160586 -3.362832 0.2 -2.0 1.5 0.319
H 0.946129 -0.304781 -3.550662 0.5 -1.9 -2.0 0.274
O 0.810111 0.274771 -2.849138 -0.8 4.1 0.2 -0.598
```
Forces are in eV/Å.

---

Record 4
Below is an isolated ion of composition C5H15N2O and charge +1 at a distorted geometry, with properties calculated with the ωB97M-V functional and the def2-TZVPD basis.

Results
Charge: +1
Gap between HOMO and LUMO in eV: 9.05
HOMO energy in eV: -12.400
Multiplicity: 1
Electronic energy in a.u.: -383.98937
Lowest unoccupied orbital energy in eV: -3.35
SMILES string: CN(C)C[C@H]([NH3+])CO

```
23
Properties=species:S:1:pos:R:3:forces:R:3:mulliken_charge:R:1
C 0.573276 0.970260 2.080927 -0.4 0.8 -0.9 -1.048
N -0.063963 -0.096570 1.321387 0.1 -0.3 0.6 0.161
C -1.022066 -0.838023 2.132777 -0.9 -0.7 -0.4 -1.035
C -0.637333 0.332811 0.079345 0.3 0.0 -0.3 -1.320
C 0.462136 0.395390 -0.987071 0.8 -0.4 0.2 0.275
N -0.063603 0.975786 -2.286827 0.3 -0.7 0.7 -0.183
C 1.055073 -0.985367 -1.291832 -0.3 -0.1 -0.7 -0.641
O 0.205394 -1.613766 -2.267382 0.0 0.4 0.3 -0.598
H 1.051835 0.562451 2.959740 0.2 0.1 0.1 0.367
H 1.271283 1.495944 1.420994 0.4 -0.3 0.3 0.252
H -0.127373 1.782558 2.347310 -0.1 -0.4 0.3 0.371
H -1.134842 -1.883138 1.823427 0.3 0.1 -0.3 0.299
H -0.750748 -0.907113 3.178698 0.2 0.4 0.1 0.351
H -2.038732 -0.432979 2.023742 0.1 0.3 0.4 0.351
H -1.371249 -0.415879 -0.227775 -0.1 0.1 -0.1 0.557
H -1.120034 1.320431 0.151670 -0.2 0.0 0.0 0.390
H 1.268693 1.049817 -0.657055 -0.1 0.1 0.0 0.287
H 0.515407 1.737466 -2.611875 -0.2 0.5 -0.1 0.369
H -0.065531 0.237122 -2.983075 0.0 -0.5 -0.3 0.350
H -1.031114 1.209620 -2.128752 -0.4 0.7 -0.2 0.341
H 2.034073 -0.928374 -1.771564 0.1 0.2 0.3 0.358
H 1.132744 -1.517877 -0.346208 0.0 -0.1 -0.1 0.408
H -0.143323 -2.450562 -1.960610 0.0 -0.2 0.1 0.337
```
Forces are in eV/Å.

---

Record 5
Below is a 2-piece molecular cluster, C5H15N2O overall at a distorted geometry, with properties calculated with the ωB97M-V functional and the def2-TZVPD basis.

Results
Charge: +1
Gap between HOMO and LUMO in eV: 9.32
HOMO energy in eV: -12.542
Multiplicity: 1
Electronic energy in a.u.: -383.99205
Lowest unoccupied orbital energy in eV: -3.22

```
23
Properties=species:S:1:pos:R:3:forces:R:3:mulliken_charge:R:1
C 1.051922 -0.363723 3.102304 1.4 1.4 -0.5 -1.135
C 1.269564 -1.234615 1.882280 -1.5 -2.5 0.5 -0.475
C 1.598078 -0.663764 0.520188 1.2 -0.1 -0.3 -1.226
C 0.604722 0.247670 -0.142142 0.6 0.3 -0.5 0.947
C -0.475425 -0.260988 -0.779548 0.5 0.7 0.1 -0.831
N -1.528625 0.598321 -1.363125 -1.0 -0.1 0.9 -0.308
N 1.010644 1.539960 -0.177989 -0.6 0.2 0.2 -0.421
H 1.792195 0.468170 3.125438 -0.5 -0.2 -0.1 0.266
H 1.289720 -0.928634 3.987512 -0.2 -0.3 0.3 0.389
H 0.059249 0.045952 3.183909 -0.3 0.2 0.0 0.294
H 1.976668 -1.996445 2.176112 1.1 0.2 -0.3 0.436
H 0.421442 -1.945344 1.893142 -0.3 0.6 -0.7 0.331
H 1.877097 -1.328837 -0.308977 -0.5 -1.0 0.7 0.428
H 2.614305 -0.244298 0.644027 -0.6 0.9 -0.1 0.405
H -0.624758 -1.287333 -1.054316 0.1 -0.2 0.4 0.416
H -2.400449 0.089834 -1.120261 0.3 0.6 -0.5 0.369
H -1.655930 1.538928 -0.962353 0.4 -0.4 0.3 0.355
H -1.566502 0.732966 -2.373277 0.1 -0.4 -0.4 0.381
H 0.597092 2.239276 -0.767095 0.0 0.1 0.1 0.144
H 1.773734 1.818659 0.412631 -0.1 0.1 0.0 0.244
H -2.956275 0.880599 -4.465982 -0.3 -0.2 -0.3 0.311
H -3.670809 -0.336842 -3.764142 -0.1 0.0 -0.4 0.311
O -3.057658 0.390494 -3.648344 0.5 0.2 0.6 -0.630
```
Forces are in eV/Å.